Record 1
7
Properties=species:S:1:pos:R:3 method="wB97M-V/def2-TZVPD" largest_force_ev_per_a=3.627 e_homo_ev="-6.06 / -10.26" gap_ev="6.795 / 6.606" s_squared=2.0064 charge=0 spin_multiplicity=3 relative_energy_ev=0.561
C 0.66726 0.23826 0.21105
P -0.99099 0.60341 -0.53530
Br -1.03883 -1.50103 -1.60907
H 1.47956 0.71292 -0.39041
H 0.78758 -0.89685 0.51140
H 0.87466 0.85056 1.17905
H -1.77924 -0.00726 0.63328

Record 2
7
Properties=species:S:1:pos:R:3 method="wB97M-V/def2-TZVPD" largest_force_ev_per_a=4.209 e_homo_ev="-13.22 / -13.20" gap_ev="7.601 / 7.610" s_squared=0.7529 charge=+1 spin_multiplicity=2
Ce 1.34949 -0.06581 -1.19084
O 1.29872 -1.71816 0.27764
H 0.88854 -2.58094 0.23523
C -0.60164 0.98976 0.01622
H -1.49838 0.38875 0.23442
H -1.09868 1.73709 -0.63151
H -0.33805 1.24932 1.05884

Record 3
9
Properties=species:S:1:pos:R:3 method="wB97M-V/def2-TZVPD" largest_force_ev_per_a=0.980 e_homo_ev=-9.88 gap_ev=10.205 smiles=ClNCNCl charge=0 relative_energy_ev=0.000
C 0.00001 0.37440 0.00017
N -1.15457 -0.49802 -0.08327
N 1.15462 -0.49806 0.08301
Cl -2.63324 0.42249 0.00541
Cl 2.63327 0.42248 -0.00553
H 0.00306 1.01490 0.89583
H -0.00303 1.01549 -0.89507
H -1.15542 -1.12701 0.71811
H 1.15531 -1.12667 -0.71867